C41H104F6NO43S15 | ωB97M-V/def2-TZVPD

Last column: Löwdin charge in e.
Atoms and positions in Å:
1 C 2.181 -1.911 1.000  -0.7471
2 F 2.352 -2.889 1.811  0.1794
3 F 3.343 -1.429 0.696  0.1755
4 F 1.561 -2.308 -0.095  0.1458
5 S 1.052 -0.578 1.776  0.6940
6 O -0.121 -1.227 2.331  -0.3012
7 O 1.884 0.085 2.794  -0.3211
8 N 0.806 0.423 0.392  -0.2865
9 S -0.739 0.503 0.117  0.5753
10 O -1.388 -0.789 -0.052  -0.3032
11 O -1.450 1.475 0.941  -0.3061
12 C -0.784 1.305 -1.663  -0.5861
13 F -0.377 2.517 -1.715  0.1766
14 F 0.030 0.525 -2.413  0.0921
15 F -2.087 1.190 -2.188  0.0688
16 O 3.098 -2.288 6.612  -0.3087
17 S 3.608 -3.552 6.035  0.6722
18 O 2.865 -4.298 5.075  -0.2875
19 O 5.131 -3.186 5.532  -0.2683
20 C 5.374 -2.833 4.149  -0.2250
21 C 5.042 -1.330 3.933  -0.0473
22 C 4.026 -4.632 7.500  -0.0815
23 H 4.840 -3.480 3.454  0.0986
24 H 6.425 -3.064 3.972  0.1190
25 H 4.044 -1.081 4.295  0.0550
26 H 5.133 -1.203 2.854  0.0711
27 H 5.761 -0.645 4.382  0.0706
28 H 4.333 -3.948 8.291  0.0634
29 H 4.777 -5.403 7.329  0.0683
30 H 3.066 -5.056 7.797  0.0589
31 O 1.417 8.917 -4.481  -0.3020
32 S 1.712 7.604 -3.851  0.6712
33 O 2.243 7.520 -2.495  -0.2942
34 O 0.292 6.805 -3.891  -0.2692
35 C 0.146 5.512 -3.348  -0.2633
36 C -0.855 4.707 -4.188  -0.0482
37 C 2.633 6.556 -4.969  -0.1128
38 H -0.366 5.597 -2.389  0.1106
39 H 1.137 5.078 -3.215  0.1078
40 H -1.202 3.891 -3.553  0.0443
41 H -0.519 4.140 -5.056  0.0698
42 H -1.782 5.256 -4.349  0.0797
43 H 3.635 6.975 -5.056  0.0783
44 H 2.161 6.699 -5.941  0.0733
45 H 2.641 5.495 -4.717  0.0595
46 O -5.760 5.176 0.477  -0.3180
47 S -4.800 4.169 0.902  0.6746
48 O -5.319 3.027 1.690  -0.3200
49 O -3.977 3.493 -0.386  -0.2813
50 C -3.715 4.393 -1.606  -0.1770
51 C -4.065 3.719 -2.935  -0.0655
52 C -3.482 5.028 1.919  -0.0907
53 H -2.655 4.638 -1.527  0.0882
54 H -4.213 5.351 -1.455  0.1058
55 H -3.584 2.744 -3.010  0.0506
56 H -3.995 4.325 -3.838  0.0785
57 H -5.128 3.491 -2.847  0.0644
58 H -2.745 4.249 2.111  0.0417
59 H -3.858 5.407 2.870  0.0732
60 H -3.221 5.881 1.292  0.0620
61 O 4.270 3.698 -2.621  -0.3073
62 S 4.503 2.546 -1.752  0.6948
63 O 5.596 1.596 -2.016  -0.3035
64 O 4.574 2.946 -0.127  -0.2804
65 C 4.666 1.853 0.822  -0.2862
66 C 5.567 2.374 1.927  -0.0570
67 C 2.934 1.552 -1.661  -0.1035
68 H 5.127 0.926 0.483  0.1148
69 H 3.712 1.562 1.261  0.0942
70 H 6.566 2.431 1.495  0.0859
71 H 5.543 1.582 2.675  0.0551
72 H 5.298 3.321 2.396  0.0799
73 H 2.028 2.096 -1.395  0.0306
74 H 3.026 0.745 -0.934  0.0369
75 H 2.732 1.103 -2.634  0.0509
76 O -0.747 -5.856 -1.014  -0.3199
77 S -0.340 -5.845 -2.454  0.7273
78 O -0.853 -6.893 -3.346  -0.3088
79 O -0.805 -4.347 -3.078  -0.2955
80 C -0.912 -3.238 -2.198  -0.2428
81 C -2.094 -2.373 -2.761  -0.0303
82 C 1.482 -5.636 -2.803  -0.0792
83 H 0.095 -2.830 -2.284  0.0948
84 H -1.134 -3.550 -1.177  0.0873
85 H -1.833 -1.553 -3.429  0.0439
86 H -2.685 -1.975 -1.937  0.0466
87 H -2.850 -2.972 -3.269  0.0823
88 H 1.534 -4.964 -3.660  0.0493
89 H 1.762 -6.595 -3.238  0.0508
90 H 1.970 -5.262 -1.903  0.0591
91 O -0.028 -6.379 1.904  -0.2772
92 S 1.260 -7.040 1.658  0.6541
93 O 1.665 -8.108 2.563  -0.3073
94 O 1.436 -7.582 0.154  -0.2754
95 C 1.678 -8.981 -0.018  -0.2626
96 C 1.885 -9.396 -1.483  -0.0504
97 C 2.622 -5.781 1.570  -0.0836
98 H 0.950 -9.623 0.478  0.1199
99 H 2.567 -9.252 0.551  0.1079
100 H 1.276 -8.847 -2.201  0.0603
101 H 1.751 -10.439 -1.768  0.0807
102 H 2.903 -9.111 -1.748  0.0723
103 H 2.327 -5.081 0.788  0.0444
104 H 3.634 -6.150 1.408  0.0769
105 H 2.546 -5.274 2.532  0.0364
106 O -0.511 4.819 2.977  -0.2880
107 S 0.147 4.913 1.693  0.6764
108 O -0.587 5.096 0.476  -0.2896
109 O 1.392 6.026 1.813  -0.2682
110 C 2.030 6.375 0.649  -0.3335
111 C 3.488 6.443 1.086  -0.0512
112 C 1.189 3.359 1.458  -0.0675
113 H 1.772 7.391 0.352  0.1194
114 H 1.952 5.808 -0.278  0.1130
115 H 3.945 6.858 0.188  0.0773
116 H 3.960 5.464 1.165  0.0662
117 H 3.698 7.137 1.900  0.0860
118 H 1.493 3.425 0.413  0.0477
119 H 0.571 2.558 1.863  0.0387
120 H 2.135 3.425 1.995  0.0602
121 O -3.240 -2.390 -5.959  -0.2800
122 S -2.659 -1.146 -6.425  0.6761
123 O -1.224 -0.982 -6.591  -0.3055
124 O -3.366 -0.787 -7.906  -0.2646
125 C -4.699 -1.094 -8.133  -0.3487
126 C -4.867 -1.990 -9.322  -0.0680
127 C -3.288 0.312 -5.465  -0.0876
128 H -5.130 -0.137 -8.429  0.1181
129 H -5.265 -1.461 -7.277  0.1233
130 H -4.774 -3.025 -8.993  0.0837
131 H -4.061 -1.776 -10.025  0.0809
132 H -5.777 -1.707 -9.851  0.0793
133 H -2.927 1.237 -5.914  0.0711
134 H -2.851 0.243 -4.469  0.0343
135 H -4.370 0.195 -5.397  0.0603
136 O -4.781 -4.309 2.203  -0.3179
137 S -3.915 -3.440 1.369  0.7349
138 O -4.112 -3.394 -0.085  -0.3024
139 O -4.093 -1.881 1.988  -0.3064
140 C -4.116 -1.798 3.425  -0.2481
141 C -3.420 -0.443 3.580  -0.0573
142 C -2.099 -3.734 1.788  -0.0773
143 H -3.560 -2.619 3.877  0.0892
144 H -5.119 -1.703 3.840  0.1202
145 H -2.349 -0.533 3.398  0.0562
146 H -3.617 -0.084 4.590  0.0749
147 H -3.769 0.357 2.927  0.0737
148 H -1.763 -3.425 2.778  0.0268
149 H -1.484 -3.186 1.075  0.0383
150 H -1.948 -4.813 1.801  0.0500
151 O -1.681 -5.629 7.132  -0.2952
152 S -1.187 -4.918 5.952  0.7270
153 O -2.058 -4.648 4.787  -0.3124
154 O -0.433 -3.459 6.322  -0.2506
155 C -0.296 -2.406 5.419  -0.3121
156 C -0.127 -1.119 6.187  -0.0663
157 C 0.315 -5.787 5.367  -0.1028
158 H -1.149 -2.267 4.755  0.0946
159 H 0.627 -2.400 4.839  0.1064
160 H 0.250 -0.291 5.586  0.0723
161 H 0.575 -1.271 7.007  0.0697
162 H -1.059 -0.768 6.629  0.0800
163 H 1.022 -5.660 6.187  0.0462
164 H 0.551 -5.170 4.500  0.0457
165 H 0.122 -6.840 5.160  0.0794
166 O -7.179 -0.326 -1.682  -0.2973
167 S -5.982 0.495 -1.712  0.6604
168 O -5.212 0.558 -2.940  -0.2998
169 O -6.444 2.030 -1.398  -0.3027
170 C -7.567 2.281 -0.478  -0.2351
171 C -8.816 2.412 -1.345  -0.0762
172 C -4.928 0.158 -0.217  -0.0735
173 H -7.452 3.162 0.154  0.0934
174 H -7.699 1.457 0.223  0.1161
175 H -9.557 2.923 -0.730  0.0703
176 H -9.238 1.444 -1.615  0.0724
177 H -8.721 3.100 -2.185  0.0798
178 H -4.306 -0.722 -0.383  0.0411
179 H -5.466 0.084 0.728  0.0708
180 H -4.321 1.054 -0.087  0.0378
181 O 4.636 1.872 -5.227  -0.2868
182 S 3.634 1.163 -6.007  0.6751
183 O 4.067 0.564 -7.273  -0.2947
184 O 2.967 -0.021 -5.065  -0.2669
185 C 2.405 -1.125 -5.687  -0.3087
186 C 1.421 -1.905 -4.801  -0.0506
187 C 2.131 2.222 -6.174  -0.0915
188 H 3.152 -1.801 -6.103  0.1214
189 H 1.885 -0.773 -6.578  0.1041
190 H 0.887 -2.615 -5.432  0.0903
191 H 0.819 -1.305 -4.119  0.0619
192 H 2.047 -2.416 -4.069  0.0668
193 H 1.477 2.259 -5.303  0.0626
194 H 1.522 1.723 -6.928  0.0605
195 H 2.484 3.155 -6.611  0.0638
196 O 5.175 1.719 5.124  -0.3171
197 S 4.026 2.303 5.859  0.7157
198 O 4.198 3.120 7.045  -0.3002
199 O 3.014 3.079 4.729  -0.2690
200 C 1.875 3.747 5.204  -0.3073
201 C 1.947 5.232 4.932  -0.0662
202 C 2.931 0.920 6.343  -0.1193
203 H 1.644 3.629 6.263  0.1192
204 H 1.100 3.291 4.588  0.1133
205 H 0.983 5.656 5.215  0.0842
206 H 2.242 5.517 3.922  0.0573
207 H 2.676 5.753 5.553  0.0801
208 H 2.721 0.346 5.440  0.0407
209 H 2.076 1.209 6.955  0.0718
210 H 3.475 0.283 7.041  0.0626

As for the maximum force: 0.0930 Eh/bohr. The HOMO-LUMO gap comes out at 0.3517 hartree. As for the net charge: -1.